C4H10N2O2 | the ωB97M-V functional and the def2-TZVPD basis

**HOMO energy**: -9.749 eV
**Kohn-Sham gap**: 10.441 eV
**SMILES**: CC(N)=O.CC(N)=O
**Relative energy (zero: lowest compared OMol25 entry of this formula, charge and spin)**: 14.69 kcal per mole

Element x y z (Å)
O1 1.2999 -0.1382 1.1294
C1 1.5050 -0.9495 0.2208
N1 0.4798 -1.3714 -0.5090
C2 2.8631 -1.5434 -0.0630
H1 0.6227 -2.0803 -1.2326
H2 -0.4680 -1.1312 -0.2083
H3 3.5546 -0.9783 0.5844
H4 3.1771 -1.4124 -1.1122
H5 2.9351 -2.6135 0.1948
O2 -2.7677 -0.1096 0.1862
C3 -2.0085 0.8100 -0.0036
N2 -1.4321 1.0470 -1.1335
C4 -1.8426 1.8925 1.0723
H6 -0.7540 1.7831 -1.3452
H7 -1.6298 0.3194 -1.8249
H8 -2.3963 2.7860 0.7382
H9 -0.8113 2.1916 1.3246
H10 -2.3269 1.4980 1.9814

C5H10O | the ωB97M-V functional and the def2-TZVPD basis

**HOMO energy**: -9.427 eV
**Kohn-Sham gap**: 10.664 eV
**SMILES**: CCOC1CC1
**Relative energy (zero: lowest compared OMol25 entry of this formula, charge and spin)**: 32.82 kcal per mole

Element x y z (Å)
C1 -1.3442 -0.8178 2.0764
C2 -0.1441 -0.7176 1.1554
O1 -0.3585 0.3628 0.2693
C3 0.7299 0.6058 -0.5613
C4 0.7732 0.0031 -1.9380
C5 0.4761 1.4719 -1.7428
H1 -1.2001 -1.6159 2.8119
H2 -2.2529 -1.0292 1.5047
H3 -1.4876 0.1268 2.6099
H4 0.7727 -0.5391 1.7417
H5 0.0041 -1.6536 0.5938
H6 1.6783 0.7190 -0.0307
H7 1.7365 -0.2815 -2.3532
H8 -0.0590 -0.6302 -2.2312
H9 1.2276 2.2054 -2.0196
H10 -0.5520 1.7901 -1.8865

C2H5Br2OP | the ωB97M-V functional and the def2-TZVPD basis

**HOMO energy (alpha / beta)**: -9.555 / -9.555 eV
**Kohn-Sham gap (alpha / beta)**: 7.431 / 7.433 eV
**Relative energy (zero: lowest compared OMol25 entry of this formula, charge and spin)**: 52.70 kcal per mole

Element x y z (Å)
C1 1.6816 0.2203 0.2937
C2 0.7080 -0.7343 -0.4328
O1 -2.0418 0.3101 1.7551
P1 -1.6104 0.2840 0.3684
Br1 -3.0841 -1.1648 -0.7445
Br2 -2.2101 2.2706 -0.7940
H1 1.5481 0.1598 1.3521
H2 2.5683 -0.2137 -0.0836
H3 1.4124 1.2448 -0.1329
H4 0.4933 -1.7456 -0.1339
H5 0.5348 -0.6312 -1.4476

C11H10BrGdNS | the ωB97M-V functional and the def2-TZVPD basis

**HOMO energy (alpha / beta)**: -0.881 / -4.435 eV
**Charge**: -1
**Kohn-Sham gap (alpha / beta)**: 3.563 / 7.076 eV
**Multiplicity**: 8
**⟨S²⟩**: 15.776
**Relative energy (zero: lowest compared OMol25 entry of this formula, charge and spin)**: 410.86 kcal per mole

Element x y z (Å)
C1 0.5462 2.0117 -0.7632
C2 0.0450 2.1901 0.5335
C3 0.9410 1.5584 1.4305
H1 -0.8764 2.6729 0.8024
C4 2.0000 1.0135 0.6821
C5 1.7463 1.2569 -0.6751
H2 2.3619 0.9364 -1.4971
H3 0.0938 2.3718 -1.6696
H4 0.8092 1.4657 2.4917
H5 2.8220 0.4491 1.0772
Gd1 0.0006 -0.0518 0.0809
Br1 -1.6850 0.0064 2.0052
C6 -1.0000 -1.9666 -0.7177
C7 0.1034 -1.6525 -1.5486
C8 -0.1710 -0.4286 -2.1743
H6 1.0056 -2.2290 -1.6385
C9 -1.4378 0.0269 -1.7216
C10 -1.9559 -0.9444 -0.8526
H7 -2.8893 -0.8849 -0.3277
H8 -1.0719 -2.8104 -0.0580
H9 0.4715 0.0823 -2.8684
H10 -1.9243 0.9453 -1.9993
S1 0.0122 -1.1296 1.7656
C11 0.0227 -2.1051 3.2902
N1 0.0301 -2.7846 4.3523

C38H29Br2CuIN3P | the ωB97M-V functional and the def2-TZVPD basis

**HOMO energy**: -3.661 eV
**Charge**: -1
**Kohn-Sham gap**: 5.796 eV
**Relative energy (zero: lowest compared OMol25 entry of this formula, charge and spin)**: 0.00 kcal per mole

Element x y z (Å)
Cu1 0.3570 -0.7589 1.4003
Br1 1.1943 -2.2128 4.1142
C1 -0.5930 -1.9175 4.7007
C2 -0.8422 -2.1957 6.0128
C3 -2.1496 -2.0671 6.5214
C4 -3.1561 -1.6847 5.6906
C5 -2.9093 -1.3925 4.3248
C6 -3.9848 -1.0102 3.4902
C7 -3.7493 -0.7339 2.1745
C8 -2.4414 -0.7973 1.6638
C9 -1.3224 -1.1366 2.4107
C10 -1.5959 -1.4772 3.7783
H1 -0.0342 -2.5218 6.6532
H2 -2.3431 -2.2866 7.5641
H3 -4.1736 -1.5959 6.0552
H4 -4.9795 -0.9515 3.9176
H5 -4.5702 -0.4486 1.5246
H6 -2.3107 -0.5466 0.6137
Br2 0.0359 2.6706 2.6402
C11 1.7094 1.9763 2.0811
C12 2.5386 2.7852 1.3117
C13 3.7329 2.2394 0.8858
C14 4.0541 0.9370 1.2487
C15 3.1496 0.2350 2.0187
N1 1.9885 0.7455 2.4329
H7 2.2250 3.7849 1.0526
H8 4.4029 2.8226 0.2658
H9 4.9776 0.4711 0.9337
H10 3.3335 -0.7941 2.3087
N2 1.0192 0.1507 -0.2782
P1 0.2749 0.8406 -1.4034
C16 1.3568 1.4480 -2.7599
C17 2.7042 1.1348 -2.6469
C18 3.6063 1.5343 -3.6215
C19 3.1642 2.2545 -4.7207
C20 1.8177 2.5761 -4.8392
C21 0.9222 2.1750 -3.8617
C22 -0.7074 2.3478 -1.0414
C23 -2.0177 2.2608 -0.5842
C24 -2.6934 3.3874 -0.1410
C25 -2.0649 4.6224 -0.1472
C26 -0.7537 4.7219 -0.5945
C27 -0.0842 3.5928 -1.0334
C28 -0.9384 -0.2265 -2.2896
C29 -0.8594 -1.5826 -1.9907
C30 -1.7108 -2.4898 -2.6017
C31 -2.6538 -2.0505 -3.5193
C32 -2.7456 -0.6996 -3.8210
C33 -1.8907 0.2041 -3.2080
H11 3.0122 0.5764 -1.7686
H12 4.6541 1.2771 -3.5203
H13 3.8655 2.5680 -5.4843
H14 1.4680 3.1428 -5.6936
H15 -0.1226 2.4447 -3.9574
H16 -2.5157 1.2990 -0.5520
H17 -3.7108 3.2938 0.2187
H18 -2.5873 5.5023 0.2051
H19 -0.2505 5.6812 -0.5980
H20 0.9411 3.6837 -1.3766
H21 -0.1304 -1.8921 -1.2496
H22 -1.6413 -3.5411 -2.3496
H23 -3.3239 -2.7582 -3.9919
H24 -3.4873 -0.3487 -4.5283
H25 -1.9859 1.2600 -3.4347
I1 3.4228 -2.9258 -3.1909
C34 2.3078 -3.3545 -1.4958
C35 1.5215 -4.4939 -1.4163
C36 0.7760 -4.7022 -0.2673
C37 0.8464 -3.7655 0.7513
N3 1.6025 -2.6746 0.6687
C38 2.3141 -2.4656 -0.4319
H26 1.4840 -5.1923 -2.2421
H27 0.1369 -5.5682 -0.1625
H28 0.2637 -3.8611 1.6591
H29 2.8494 -1.5254 -0.4782

C7H10ClLuN | the ωB97M-V functional and the def2-TZVPD basis

**HOMO energy (alpha / beta)**: -3.241 / -2.203 eV
**Charge**: -1
**Kohn-Sham gap (alpha / beta)**: 6.622 / 5.629 eV
**Relative energy (zero: lowest compared OMol25 entry of this formula, charge and spin)**: 100.90 kcal per mole

Element x y z (Å)
C1 -0.6015 0.8485 -2.1223
C2 0.8022 0.8810 -1.8186
C3 0.9849 1.6480 -0.6222
C4 -0.3003 2.1049 -0.1966
C5 -1.2733 1.6115 -1.1111
Lu1 -0.1753 -0.4388 -0.0330
N1 -3.7004 0.2053 -0.1005
C6 0.5764 -2.3854 -0.4995
C7 1.8211 -1.7727 -0.5040
H1 1.9435 1.9116 -0.1699
H2 1.5922 0.4533 -2.4371
H3 -0.4976 2.7946 0.6308
H4 -2.3287 1.8690 -1.1154
H5 -1.0632 0.4203 -3.0055
H6 2.3226 -1.4824 -1.4401
H7 0.2233 -3.0330 0.3348
H8 -3.6991 -0.7926 -0.4114
H9 2.5019 -1.8235 0.3531
H10 -0.0613 -2.5267 -1.4077
Cl1 0.3704 -0.2223 2.3289

C12H23O4 | the ωB97M-V functional and the def2-TZVPD basis

**HOMO energy**: -3.825 eV
**Charge**: -1
**Kohn-Sham gap**: 6.727 eV
**Relative energy (zero: lowest compared OMol25 entry of this formula, charge and spin)**: 8.02 kcal per mole

Element x y z (Å)
C1 0.7229 -1.9085 -1.5479
C2 1.4624 -0.9914 -1.7637
C3 2.5732 0.0508 -1.8069
C4 3.6185 -0.2051 -0.6828
O1 3.5266 -1.2687 -0.0456
O2 4.5180 0.6135 -0.4821
H1 0.3052 -2.8723 -1.3805
H2 2.1307 1.0505 -1.7899
H3 3.0688 -0.1216 -2.7718
C5 1.2130 -2.6535 2.1514
C6 -0.1484 -2.0272 2.3825
O3 -1.2417 -2.9029 2.1231
C7 -1.2922 -4.0803 2.8989
C8 -1.3865 -3.8271 4.3950
H4 1.2966 -3.0150 1.1266
H5 2.0039 -1.9247 2.3253
H6 1.3889 -3.5057 2.8143
H7 -0.2680 -1.1837 1.7025
H8 -0.2235 -1.6201 3.3984
H9 -0.4361 -4.7242 2.6672
H10 -2.1838 -4.6205 2.5737
H11 -0.5136 -3.2950 4.7743
H12 -1.4629 -4.7732 4.9349
H13 -2.2657 -3.2214 4.6241
C9 0.4008 4.5388 -2.6259
C10 -0.1861 3.2006 -3.0440
O4 -0.6046 2.3961 -1.9599
C11 -1.6071 2.9488 -1.1317
C12 -2.9021 3.2650 -1.8628
H14 1.2466 4.3882 -1.9527
H15 0.7423 5.0941 -3.5010
H16 -0.3274 5.1588 -2.0996
H17 0.5793 2.6269 -3.5676
H18 -1.0091 3.3415 -3.7551
H19 -1.2254 3.8364 -0.6137
H20 -1.8078 2.2031 -0.3618
H21 -2.7598 4.0144 -2.6433
H22 -3.6470 3.6482 -1.1631
H23 -3.2987 2.3666 -2.3390

C33H44Cl3IN5O5SiV | the ωB97M-V functional and the def2-TZVPD basis

**HOMO energy (alpha / beta)**: -7.714 / -7.581 eV
**Kohn-Sham gap (alpha / beta)**: 6.650 / 6.515 eV

Element x y z (Å)
V1 0.1133 -0.3103 -0.6664
C1 -0.6778 1.8873 -3.7120
C2 -0.8039 2.8040 -2.5374
N1 -0.7889 4.0876 -2.7960
C3 -0.8733 4.9700 -1.8075
C4 -0.9743 4.6158 -0.4777
C5 -1.1197 5.6912 0.5701
O1 -2.3696 5.6563 1.2277
C6 -0.9904 3.2456 -0.1457
C7 -1.0718 2.8134 1.2248
N2 -1.3929 1.6174 1.5510
C8 -1.5306 1.2393 2.8683
C9 -1.7751 2.0940 3.9523
C10 -1.9700 1.5923 5.2233
C11 -1.9297 0.2270 5.4675
C12 -1.6970 -0.6428 4.4154
C13 -1.5157 -0.1292 3.1458
I1 -1.2389 -1.4626 1.5129
C14 -0.8911 2.2912 -1.2052
O2 -0.8063 1.0321 -0.9615
H1 -0.2217 2.4389 -4.5300
H2 -1.6624 1.5482 -4.0323
H3 -0.0779 1.0194 -3.4493
H4 -0.8430 6.0072 -2.1157
H5 -0.9591 6.6694 0.0987
H6 -0.3756 5.5671 1.3600
H7 -3.0571 5.9030 0.5994
H8 -0.8400 3.5715 1.9752
H9 -1.8342 3.1591 3.7882
H10 -2.1607 2.2745 6.0372
H11 -2.0858 -0.1628 6.4632
H12 -1.6665 -1.7124 4.5669
C15 1.9338 -1.1746 4.3496
C16 2.7889 0.0866 4.2984
C17 3.2471 0.4655 2.8696
C18 4.2549 1.6307 2.9246
C19 4.6790 2.0490 1.5217
C20 3.9495 -0.7459 2.2939
O3 5.0313 -1.1323 2.6604
N3 3.2458 -1.4274 1.3292
C21 2.0558 -0.9961 0.7718
O4 1.5239 -1.6967 -0.1066
N4 1.4916 0.1316 1.1411
C22 2.0050 0.9392 2.0991
O5 1.4844 2.0009 2.3766
H13 1.5337 -1.3036 5.3516
H14 2.5174 -2.0571 4.0987
H15 1.0934 -1.1122 3.6623
H16 3.6814 -0.0563 4.9103
H17 2.2225 0.9303 4.6972
H18 5.1255 1.3069 3.4973
H19 3.7867 2.4719 3.4368
H20 5.1726 1.2239 1.0110
H21 5.3680 2.8889 1.5615
H22 3.8105 2.3497 0.9384
H23 3.6617 -2.2634 0.9336
C23 -0.7857 -1.5337 -4.0763
Si1 -1.1702 -1.9190 -2.2072
C24 -3.1645 -1.7508 -2.1225
C25 -3.8114 -2.3123 -3.3939
C26 -3.7990 -2.4690 -0.9305
C27 -3.5316 -0.2663 -2.0253
C28 -0.4267 -3.7414 -2.0119
C29 0.9891 -3.7432 -2.5949
C30 -0.3289 -4.1974 -0.5579
C31 -1.2702 -4.7689 -2.7665
H24 -0.9671 -2.4083 -4.6954
H25 0.2489 -1.2407 -4.2304
H26 -1.4191 -0.7398 -4.4560
H27 -3.6585 -3.3825 -3.4754
H28 -3.4266 -1.8388 -4.2894
H29 -4.8866 -2.1340 -3.3581
H30 -3.4160 -3.4774 -0.8121
H31 -4.8770 -2.5321 -1.0753
H32 -3.6246 -1.9214 -0.0096
H33 -3.1982 0.2721 -2.9096
H34 -3.0821 0.1994 -1.1482
H35 -4.6134 -0.1567 -1.9469
H36 1.6159 -3.0148 -2.0826
H37 0.9837 -3.5112 -3.6549
H38 1.4355 -4.7292 -2.4666
H39 0.3962 -3.5927 -0.0196
H40 0.0042 -5.2360 -0.5130
H41 -1.2876 -4.1254 -0.0465
H42 -1.3956 -4.5031 -3.8118
H43 -2.2506 -4.8676 -2.3108
H44 -0.7807 -5.7420 -2.7295
Cl1 4.6127 1.6527 -2.5923
C32 3.6222 0.2384 -3.0828
Cl2 3.3263 0.3324 -4.8601
Cl3 4.5838 -1.2682 -2.7636
C33 2.4062 0.1991 -2.3793
N5 1.3721 0.1171 -1.8353

C16H30BNO5P | the ωB97M-V functional and the def2-TZVPD basis

**HOMO energy**: -12.074 eV
**Charge**: +1
**Kohn-Sham gap**: 7.504 eV
**SMILES**: COCCCCCc1c(CCCO)c[n+](P(C)O)cc1B(O)OC

Element x y z (Å)
C1 0.9047 -4.4187 1.4363
O1 1.9034 -4.1451 0.3914
C2 1.4371 -3.1134 -0.5610
C3 2.7582 -2.2566 -1.0213
C4 2.5559 -1.3370 -2.3632
C5 1.2011 -0.4124 -2.3718
C6 1.2880 0.9144 -1.3719
C7 0.0206 0.8288 -0.3355
C8 -1.4720 1.2260 -0.9709
C9 -1.7006 1.7259 -2.5264
C10 -1.4022 3.3578 -2.7294
C11 -1.3368 4.1784 -1.2963
O2 -1.1509 5.6513 -1.4894
C12 -2.7727 1.0934 0.0623
N1 -2.6008 0.6360 1.5002
P1 -4.0783 0.4705 2.5299
C13 -4.5837 -1.3875 2.2977
O3 -3.6673 0.6884 4.2107
C14 -1.2548 0.3085 2.1268
C15 0.1404 0.3847 1.2504
B1 1.6488 0.0370 1.8883
O4 1.8119 -1.2882 2.5177
O5 2.6639 1.1052 1.8025
C16 3.9785 0.5991 1.3787
H1 0.6873 -5.5814 1.5363
H2 -0.1226 -3.8762 1.2954
H3 1.3346 -4.0886 2.4979
H4 0.9406 -3.7041 -1.4716
H5 0.6268 -2.3839 -0.1196
H6 3.1472 -1.6832 -0.0773
H7 3.6013 -3.0592 -1.2839
H8 2.6168 -2.0489 -3.3196
H9 3.4849 -0.5947 -2.4591
H10 0.2016 -1.0104 -2.1921
H11 1.1103 0.0417 -3.4714
H12 2.3346 1.0525 -0.8665
H13 1.1155 1.8917 -2.0348
H14 -2.8213 1.5603 -2.8621
H15 -0.9696 1.1411 -3.2286
H16 -2.2079 3.8554 -3.4532
H17 -0.3440 3.5265 -3.2499
H18 -0.3958 3.8257 -0.6560
H19 -2.3567 3.9855 -0.7162
H20 -0.4667 5.9198 -0.8038
H21 -3.8874 1.3231 -0.2964
H22 -5.6472 -1.6032 2.7844
H23 -4.5964 -1.6900 1.1588
H24 -3.7942 -2.1037 2.8173
H25 -4.5293 0.6602 4.7443
H26 -1.2235 -0.0219 3.2693
H27 2.6835 -1.7221 2.2825
H28 4.7364 1.5139 1.4963
H29 4.0446 0.2829 0.2478
H30 4.4042 -0.2551 2.0760

C34H47F9IN3O8P2S2Si | the ωB97M-V functional and the def2-TZVPD basis

**HOMO energy**: -8.077 eV
**Kohn-Sham gap**: 7.389 eV
**SMILES**: [H]/N=C/Cc1c(CCC(F)(F)C(F)(F)C(F)(F)C(F)(F)F)c(N=C=O)c(P(C)O)c2c1Sc1c(C[SH](=O)=O)cc(P(O)I)c(CCO[Si](C)(C)C)c1N2.CC(C)O.CC(C)O
**Relative energy (zero: lowest compared OMol25 entry of this formula, charge and spin)**: 385.57 kcal per mole

Element x y z (Å)
C1 3.9959 -2.5381 -3.0013
P1 2.0791 -2.5437 -2.8192
O1 1.5452 -4.1382 -2.3573
C2 1.5682 -1.2991 -1.4525
C3 1.5535 -1.7173 0.0670
N1 1.9019 -3.1151 0.4486
C4 3.2025 -3.2321 0.4374
O2 4.3924 -3.6202 0.4741
C5 1.1559 -0.7374 1.2490
C6 1.1357 -1.3004 2.7806
C7 -0.4211 -1.7399 3.0404
C8 -0.6444 -3.3271 3.0508
F1 -0.7769 -3.7386 1.6627
F2 0.4415 -4.0862 3.5972
C9 -2.0122 -3.8038 3.7800
F3 -3.1153 -2.9099 3.5725
F4 -2.3903 -5.0475 3.1328
C10 -1.8455 -4.1497 5.3405
F5 -1.0431 -3.0902 5.9129
F6 -1.1663 -5.4027 5.5815
C11 -3.2493 -4.2651 6.1480
F7 -3.8086 -2.9860 6.4643
F8 -4.2562 -4.9763 5.3991
F9 -3.0639 -4.9429 7.4093
C12 0.7738 0.7788 0.9442
C13 0.3909 1.8563 2.0661
C14 1.3862 3.1387 2.0574
N2 2.5050 3.2227 2.7546
C15 0.7822 1.1863 -0.5681
C16 1.1491 0.1953 -1.7582
N3 1.1402 0.6715 -3.1550
C17 -0.1234 1.3330 -3.5418
C18 -0.8738 0.8304 -4.8496
C19 -0.3574 -0.3740 -5.7729
C20 -0.9710 -1.7444 -5.1217
O3 -0.9215 -1.7140 -3.6655
Si1 -2.4443 -2.1435 -2.9444
C21 -2.1410 -2.6558 -1.0910
C22 -3.6652 -0.6354 -2.8590
C23 -3.3088 -3.6556 -3.7634
C24 -2.2329 1.5858 -5.1847
P2 -3.1474 0.9160 -6.7361
O4 -4.8297 0.7180 -6.3079
I1 -2.8758 2.5767 -8.5239
C25 -2.7923 2.7844 -4.3193
C26 -2.0327 3.2749 -3.0193
C27 -2.5306 4.4556 -2.0632
S1 -2.2034 6.0767 -2.9871
O5 -1.3422 5.7398 -4.2040
O6 -1.3881 7.0512 -2.1502
C28 -0.7118 2.5227 -2.6647
S2 0.3086 2.9089 -1.1405
H1 4.5336 -3.0054 -2.1016
H2 4.1927 -3.1757 -3.9537
H3 4.4080 -1.4871 -3.2179
H4 2.3579 -4.5258 -1.9327
H5 1.3855 -0.4517 3.5100
H6 1.8624 -2.1825 2.8136
H7 -0.8417 -1.2716 4.0053
H8 -1.0899 -1.3269 2.1835
H9 0.3474 1.3370 3.0862
H10 -0.6619 2.2767 1.8165
H11 1.0813 4.0040 1.3437
H12 2.9150 4.1540 2.5049
H13 1.4404 -0.0488 -3.8277
H14 0.7965 -0.5234 -5.7364
H15 -0.6155 -0.2563 -6.8856
H16 -0.2797 -2.5959 -5.4656
H17 -2.0382 -1.8352 -5.5464
H18 -2.3949 -3.7730 -0.9421
H19 -2.8786 -2.0607 -0.4187
H20 -1.0558 -2.4838 -0.7568
H21 -3.0922 0.2663 -2.4193
H22 -4.5384 -0.8329 -2.1148
H23 -4.1438 -0.4189 -3.8836
H24 -2.6327 -4.5792 -3.8670
H25 -3.7942 -3.3921 -4.7869
H26 -4.2019 -3.9682 -3.0855
H27 -5.1947 1.6167 -6.1060
H28 -3.7799 3.3213 -4.5613
H29 -3.6454 4.4204 -1.7987
H30 -1.9346 4.5527 -1.0853
H31 -3.4218 6.6378 -3.4100
C29 2.4888 -0.7794 9.5235
C30 1.3469 -0.9842 8.5406
C31 0.7183 -2.3595 8.7004
O7 1.8365 -0.8390 7.2085
H32 3.2836 -1.5142 9.3577
H33 2.9386 0.2083 9.3893
H34 2.1415 -0.8684 10.5563
H35 0.5870 -0.2126 8.6942
H36 1.4513 -3.1495 8.5058
H37 -0.0922 -2.4964 7.9803
H38 0.3177 -2.4961 9.7084
H39 2.5100 -1.5179 7.0628
C32 4.0583 6.7980 -2.4325
C33 4.0470 5.3757 -1.8948
C34 3.5594 4.3904 -2.9453
O8 3.1970 5.3086 -0.7516
H40 3.0508 7.1139 -2.7226
H41 4.3995 7.4967 -1.6634
H42 4.7154 6.8862 -3.3018
H43 5.0537 5.0978 -1.5692
H44 2.5345 4.6226 -3.2533
H45 3.5451 3.3738 -2.5416
H46 4.2015 4.4066 -3.8302
H47 2.3031 5.5532 -1.0302